The following is a quantum chemistry calculation of the molecule C5H10O2, from OMol25.

Net charge: 0
Largest force on an atom (eV/Å): 0.6
SMILES: COC[C@@H](C)C=O

Structure (XYZ):
```
17
Properties=species:S:1:pos:R:3:forces:R:3
C -1.12671 0.41084 2.22123 -0.1142 -0.0230 0.0433
O -0.32762 1.19519 1.35327 -0.0017 0.2975 -0.1643
C 0.64374 0.52590 0.58421 0.1277 0.1472 -0.3462
C 0.03977 0.08204 -0.87214 0.0762 -0.1080 0.2775
C 0.65038 0.21859 -2.30645 0.1684 0.1256 0.2234
C 0.05183 -1.35650 -0.49306 0.0327 -0.4340 -0.0816
O 0.98794 -2.08036 -0.74195 -0.6098 -0.2009 -0.0853
H -1.58903 -0.45790 1.73011 0.1231 0.1941 -0.0353
H -1.93116 1.06534 2.56866 0.1641 -0.1095 -0.0365
H -0.57067 0.04977 3.09935 0.0695 0.0802 -0.2280
H 0.99475 -0.34934 1.16829 -0.0965 0.2707 -0.4525
H 1.52361 1.16304 0.47598 -0.1995 0.1895 -0.1667
H -0.95385 0.54330 -0.87449 0.0667 -0.3694 0.1493
H 0.55050 -0.75571 -2.80786 0.0703 0.2697 0.2476
H 0.11075 0.93247 -2.94493 0.1173 0.0203 0.5287
H 1.71214 0.46074 -2.35451 -0.0293 0.0664 0.2254
H -0.76638 -1.64742 0.19430 0.0349 -0.4165 -0.0986
```
Positions in Å, forces in eV/Å.



The following is a quantum chemistry calculation of the ion C6H17N2 with charge +1 in a non-equilibrium geometry, from OMol25.

Net charge: +1
Largest force on an atom (eV/Å): 9.4
⟨S²⟩: 2.010
Spin multiplicity: 3

Structure (XYZ):
```
25
Properties=species:S:1:pos:R:3:forces:R:3
C -1.21161 1.35522 0.46427 -1.7242 0.9533 -1.1699
C -0.09201 0.86720 -1.73798 0.2063 1.7627 0.0627
C 1.44579 0.69075 1.34366 0.3521 -2.4562 2.0686
C 1.96749 -0.91223 -0.46493 -0.9244 0.5519 1.7042
C -1.47819 -1.04749 -0.42551 2.5810 1.9729 -1.5287
C -0.59996 0.30322 -0.46696 -6.8853 3.1642 -1.7233
N 0.89387 -0.25656 0.41400 7.1404 -5.1942 3.1141
N -1.34480 -1.60274 0.86764 -2.6526 -1.0753 0.1426
H -1.33885 1.06971 1.55224 -0.0223 0.2918 -1.1834
H -0.66646 2.33495 0.39845 -0.1978 -0.9991 0.2936
H -2.28249 1.71629 0.03025 1.8080 -0.9485 1.0942
H 0.39990 1.92997 -1.67743 -0.5774 -1.9518 0.4406
H 0.59599 0.21187 -2.23304 0.3359 -0.2784 -0.5750
H -0.90624 1.11963 -2.42274 -0.2689 -0.2119 -0.3111
H 2.14634 1.31805 0.95038 1.4018 2.1494 -1.8821
H 0.70165 1.21401 1.90440 -0.2062 0.0949 0.3508
H 2.19317 0.14169 2.02711 -1.3230 0.2572 -0.2867
H 1.37939 -1.58346 -1.07840 0.1682 0.5899 -1.3136
H 2.59895 -0.07425 -0.78137 -0.1954 -0.7659 -0.8621
H 2.56440 -1.67693 0.04734 0.2489 0.4907 0.6618
H -1.12501 -1.69242 -1.25142 -0.2887 -0.0796 0.6387
H -2.51926 -0.73861 -0.60981 -0.0473 0.3200 -0.0620
H -1.84870 -2.50232 0.77067 0.9464 -0.0836 0.8699
H -1.96805 -1.02770 1.47227 0.9609 -0.5432 0.0362
H 0.49470 -1.15785 0.90690 -0.8368 1.9889 -0.5801
```
Positions in Å, forces in eV/Å.



The following is a quantum chemistry calculation of a cluster of 2 separate species, C2HBrCl2F2 in total, from OMol25.

Net charge: 0
Largest force on an atom (eV/Å): 0.7

Structure (XYZ):
```
8
Properties=species:S:1:pos:R:3:forces:R:3
C -1.71202 0.21217 -0.47013 0.3742 -0.2897 0.2374
C -1.46038 1.31230 0.52493 0.3049 0.5813 0.2983
F -0.89932 0.82638 1.64219 0.0667 -0.1253 -0.0629
F -2.59710 1.91799 0.93692 -0.0942 -0.1012 -0.3476
Cl -2.00801 0.66258 -2.07436 -0.0326 -0.1354 -0.0018
Cl -0.38930 2.55911 -0.16103 -0.1252 -0.0993 0.2032
Br -2.65882 -1.25152 0.21234 0.0794 0.0943 -0.0967
H 0.58658 -0.37406 -0.09609 -0.5732 0.0753 -0.2299
```
Positions in Å, forces in eV/Å.



The following is a quantum chemistry calculation of a structure of composition C22H22ClN4O6PtS in a non-equilibrium geometry, from OMol25.

Net charge: +1
Largest force on an atom (eV/Å): 3.8

Structure (XYZ):
```
57
Properties=species:S:1:pos:R:3:forces:R:3
Pt 0.21410 -0.49178 0.91656 2.4323 -2.2056 1.8503
O 0.17719 -0.47584 -1.16319 -0.5877 1.3920 0.2178
C 0.06344 -1.42120 -2.05949 0.0510 0.0520 0.1513
C -0.20301 -1.04595 -3.38786 0.0390 0.2610 -0.0814
C -0.25862 -1.98118 -4.39375 0.0655 -0.0194 0.1497
C -0.03088 -3.34262 -4.13095 -0.0445 0.0681 -0.1265
C 0.18884 -3.72918 -2.84061 -0.0230 -0.1014 0.1366
C 0.22018 -2.78478 -1.79099 -0.0843 -0.0930 -0.1157
C 0.33967 -3.23581 -0.46275 0.1461 -0.2142 -0.0444
N 0.52621 -2.52982 0.59826 -0.7171 0.8012 0.0189
C 0.41955 -3.17865 1.89949 -0.1964 -0.4196 0.0259
C 1.18965 -2.35790 2.88275 0.3825 -0.0098 0.1554
N 0.61311 -1.02375 2.87244 -0.9606 0.2674 -0.4081
C -0.05394 -0.58038 3.88399 0.2795 0.0994 0.2390
C -0.68331 0.68186 3.97904 -0.1582 0.0141 0.0198
C -1.35810 1.01703 5.16934 -0.0034 -0.2020 -0.0059
C -2.04863 2.19236 5.28194 -0.0775 0.1724 -0.0672
C -2.06606 3.06646 4.18811 0.1014 -0.0784 0.0378
C -1.38544 2.76745 3.02674 -0.0022 0.1727 -0.1902
C -0.67782 1.57308 2.89651 -0.1068 0.0297 -0.1388
O -0.00821 1.35386 1.76944 0.0086 0.4835 -1.1870
H -0.37876 0.00507 -3.57853 -0.0325 -0.0140 -0.0630
H -0.48937 -1.66203 -5.40219 0.0233 0.0064 -0.0017
H -0.05311 -4.06704 -4.93189 -0.0085 -0.0024 0.0055
H 0.35498 -4.77416 -2.60446 -0.0712 0.0030 0.0226
H 0.23188 -4.31235 -0.32524 0.2806 -0.0036 0.1272
H 0.79548 -4.20266 1.87684 0.0454 0.0244 -0.1880
H -0.63763 -3.20096 2.18332 0.0126 -0.0399 0.0465
H 2.23234 -2.27231 2.56819 0.0298 -0.1029 0.0650
H 1.15640 -2.81427 3.87235 -0.0314 0.1970 0.0924
H -0.14279 -1.22709 4.75735 0.3373 0.0196 0.0428
H -1.33444 0.31986 5.99912 -0.0070 -0.0327 -0.0400
H -2.58884 2.43544 6.18512 0.0327 0.0030 0.0170
H -2.62575 3.99069 4.25000 0.0019 -0.0020 -0.0082
H -1.40763 3.43155 2.17267 -0.0305 0.0493 0.0485
C -0.69734 3.50215 -1.64784 -0.0099 -0.0165 0.1596
C 0.54408 2.70017 -1.81643 -0.0230 0.0697 -0.0596
C 1.23384 2.54374 -2.99884 -0.0560 -0.0409 -0.0909
C 2.33461 1.69379 -3.03006 0.0388 0.0242 0.1582
N 2.73230 1.03057 -1.92816 0.0897 -0.1691 -0.1147
C 2.04480 1.17452 -0.83364 -0.1452 0.3492 -0.0037
S 2.42763 0.21645 0.59060 -0.7386 -0.5571 -0.0341
N 1.01408 2.05125 -0.73989 -0.0697 -0.0278 0.1039
C 3.09508 1.41440 -4.27693 0.1239 -0.0002 -0.0089
H -1.01931 3.92997 -2.59232 0.0117 -0.0013 -0.0027
H -0.53933 4.30640 -0.92630 0.0385 0.0170 -0.0377
H -1.48330 2.85641 -1.24810 -0.0355 -0.0256 -0.0515
H 0.89867 3.05274 -3.89056 -0.0199 -0.0219 0.0022
H 0.48680 2.10337 0.14610 0.1234 -0.0053 0.0901
H 2.67696 1.92502 -5.14027 0.0017 0.0262 0.0165
H 3.10068 0.33786 -4.45383 -0.0466 0.0043 0.0106
H 4.13784 1.70801 -4.14470 -0.0171 0.0405 0.0035
O -2.16893 0.67211 -0.08655 -0.3799 -0.2090 0.0738
Cl -2.69274 -0.52831 0.53479 -0.6659 -0.1874 -1.0683
O -2.20697 -1.70439 -0.15641 -0.2687 0.2583 -0.0742
O -4.11024 -0.51078 0.59095 0.3313 0.0718 0.3384
O -2.09988 -0.59844 1.89069 0.5897 -0.1743 -0.2143
```
Positions in Å, forces in eV/Å.



Result set for energy relative to the best compared isomer or geometry (same formula, charge and spin): 2.772, 2.429, 4.284, 2.026 eV, one per record in the order listed.
Result set for calculated total energy: -9440.271, -9463.395, -102608.320, -68006.744 eV, one per record in the order listed.